Here is a cluster of 7 separate species, C28H46O14 in total from OMol25. Energies are from ωB97M-V/def2-TZVPD.

## Properties
Structure (SMILES): CCOC(C)=O.CCOC(C)=O.O=C1CCCO1.O=C1CCCO1.O=C1CCCO1.O=C1CCCO1.O=C1CCCO1
LUMO (eV): 0.0
ΔE to the lowest compared entry with this formula, charge and spin (kJ/mol): 1068.2

```
! wB97M-V def2-TZVPD RIJCOSX def2/J DEFGRID3
* xyz 0 1
C 9.23019 -17.78152 15.60039
C 10.17677 -19.01334 15.52025
O 11.44804 -18.60417 15.08695
C 11.68726 -18.48201 13.79223
C 13.07452 -18.08611 13.43193
O 10.92141 -18.87934 12.91949
H 9.02240 -17.37678 14.60989
H 9.55405 -17.03955 16.33025
H 8.31508 -18.25120 15.96106
H 10.32339 -19.44898 16.50859
H 9.75508 -19.84435 14.95484
H 13.27750 -18.08597 12.36100
H 13.66052 -18.84042 13.95701
H 13.32432 -17.08990 13.79699
C 18.76832 -19.22917 11.84949
C 17.26508 -19.48779 12.12028
O 16.39601 -18.87201 11.11978
C 15.06122 -18.95271 11.32846
C 14.23582 -18.63027 10.09789
O 14.49527 -19.10058 12.44213
H 19.01121 -18.17360 11.72745
H 18.90892 -19.69355 10.87344
H 19.41417 -19.59925 12.64575
H 16.99607 -20.53732 12.23953
H 17.14950 -19.00686 13.09160
H 14.77508 -18.32812 9.20011
H 13.53536 -17.87211 10.44809
H 13.70191 -19.50414 9.72453
O 14.80701 -22.94929 13.19175
C 14.13388 -22.65449 12.25980
C 14.60995 -22.21795 10.82773
C 13.29333 -21.72658 10.18026
C 12.18696 -22.06546 11.22847
O 12.82462 -22.33838 12.43602
H 15.31394 -21.44965 11.14742
H 15.15245 -22.96739 10.25143
H 13.33725 -20.69144 9.84165
H 13.08224 -22.37770 9.33197
H 11.51548 -21.20691 11.23938
H 11.59701 -22.96667 11.06150
O 19.46610 -18.73147 16.04144
C 18.90838 -17.88577 15.29233
C 18.20535 -16.57761 15.68544
C 18.31480 -15.58855 14.48148
C 18.92654 -16.50544 13.38354
O 19.12531 -17.83336 13.97475
H 17.16300 -16.89033 15.62376
H 18.49683 -16.26942 16.68951
H 17.34281 -15.12064 14.32526
H 18.97864 -14.72784 14.56267
H 18.26446 -16.67517 12.53446
H 19.91657 -16.13770 13.11390
O 21.54636 -21.37553 12.49996
C 20.76972 -21.49799 13.42598
C 20.79616 -22.75399 14.37577
C 19.67263 -22.50279 15.22948
C 19.02527 -21.16855 14.97263
O 19.72650 -20.66433 13.82354
H 20.75267 -23.69611 13.82931
H 21.65285 -22.64453 15.04075
H 18.93855 -23.30851 15.23563
H 20.08380 -22.56690 16.23692
H 17.99824 -21.39361 14.68514
H 19.11228 -20.50923 15.83625
O 23.33754 -16.49054 9.24689
C 22.35626 -16.70885 9.98753
C 21.88695 -16.15377 11.36914
C 20.64337 -16.97191 11.63845
C 20.10760 -17.35568 10.23202
O 21.29335 -17.52802 9.47421
H 22.60368 -16.42867 12.14299
H 21.65695 -15.09069 11.44018
H 20.80087 -17.91525 12.16133
H 19.87754 -16.41718 12.18057
H 19.43005 -18.19635 10.08266
H 19.68371 -16.47535 9.74887
O 19.05526 -22.94375 10.47036
C 20.11205 -22.28805 10.41930
C 20.23733 -20.81189 10.48887
C 21.67267 -20.56839 10.01272
C 22.30147 -21.85953 10.49268
O 21.32863 -22.79764 10.39527
H 19.46340 -20.35872 9.86938
H 20.01082 -20.40930 11.47615
H 21.78610 -20.42665 8.93795
H 22.15430 -19.75849 10.56062
H 23.18923 -22.24365 9.99026
H 22.49298 -21.82644 11.56522
*
```

Atomic partial charges in e from the Löwdin method, atoms 1 to 8:
1. C -0.0520
2. C -0.2256
3. O -0.0017
4. C -0.5109
5. C -0.0244
6. O 0.0684
7. H 0.0746
8. H 0.0743

=====

Here is a cluster of 4 separate species, C28H47B2Br2ClFN5O13S2 in total from OMol25. Energies are from ωB97M-V/def2-TZVPD.

## Properties
LUMO (eV): -2.0

```
! wB97M-V def2-TZVPD RIJCOSX def2/J DEFGRID3
* xyz 0 1
C 5.57598 -0.01222 1.56603
C 4.13489 0.24500 2.29688
C 2.84205 0.25771 1.22444
O 3.01447 -0.44340 0.01612
C 2.02770 -1.11823 -0.74234
C 2.85835 -2.00528 -1.84469
C 3.56033 -3.41696 -1.54657
N 3.35354 -4.46472 -2.45867
C 1.35419 0.09762 -1.69450
F 1.14118 1.37292 -0.88266
B 2.20105 0.81002 -2.85380
N 3.55991 0.65952 -3.46304
O 1.52560 2.01073 -3.49504
N -0.04448 -0.31130 -1.98195
C -0.64742 -0.33969 -3.25576
S -0.00737 -1.41551 -4.65816
O -0.41742 -0.67201 -5.99406
O -0.66782 -2.80612 -4.78920
C -0.73544 -0.07515 -0.68627
N -1.59654 1.00660 -0.44056
S -2.27058 1.50791 1.07596
Cl -2.02926 2.17685 -1.68708
N -0.33161 -1.00658 0.43398
B -1.53261 -1.65456 1.05223
O -2.68705 -2.29938 0.40997
C -1.65026 -1.53252 2.72350
C -3.12526 -1.73560 3.34272
C 0.81713 -1.98484 0.05890
C 0.24978 -3.23934 -0.89739
O 0.72200 -4.47855 -0.99976
O -0.92362 -3.15188 -1.83127
C 1.24395 -2.66867 1.46198
Br 3.24223 -3.04654 1.81013
C 0.80588 -4.12805 1.96698
C 1.25612 -4.23437 3.58767
Br -0.98422 -4.91742 1.90106
H 6.40034 0.02729 2.42377
H 5.61231 -1.05534 1.03033
H 5.79322 0.90254 0.84420
H 4.18828 1.29705 2.85378
H 3.91801 -0.53770 3.17213
H 1.84624 0.05488 1.85168
H 2.78815 1.43191 0.99547
H 3.87788 -1.39805 -2.02377
H 2.23983 -2.14122 -2.85129
H 4.37403 -3.69197 -0.73351
H 3.92826 -5.28119 -2.15940
H 3.50826 -0.19356 -4.09234
H 4.34315 0.58756 -2.77982
H 1.98371 2.79883 -3.03382
H -0.72113 0.75442 -3.73438
H -1.79955 -0.65403 -3.16197
H 1.42282 -1.45405 -4.74261
H -1.33059 2.14108 1.90388
H -3.44472 -1.62181 0.51647
H -1.26040 -0.44758 3.00472
H -0.90770 -2.30211 3.23091
H -3.94569 -2.21646 2.67001
H -3.02287 -2.45717 4.28904
H -3.47568 -0.69695 3.80704
H 1.06841 -1.90285 2.36854
H 1.48977 -4.96708 1.44120
H 1.41133 -3.18782 4.08210
H 0.38020 -4.75136 4.21553
H 2.18049 -4.97354 3.72934
O -3.57332 4.57232 1.30220
C -4.27260 4.91324 0.36254
O -5.02042 4.05525 -0.39164
C -5.62097 4.77752 -1.46563
C -5.64147 6.21496 -1.01588
C -4.40295 6.31135 -0.16136
H -5.01508 4.63230 -2.36617
H -6.62841 4.39344 -1.65046
H -5.65648 6.92571 -1.84639
H -6.52903 6.39773 -0.39795
H -3.51717 6.55478 -0.75461
H -4.53252 7.02730 0.65353
O 1.98707 -5.12472 7.23686
C 3.05509 -5.54498 6.82347
O 3.36861 -5.68266 5.50175
C 4.64911 -6.30132 5.38619
C 5.33726 -6.03976 6.70033
C 4.18899 -6.02581 7.67742
H 4.50485 -7.37040 5.19802
H 5.19541 -5.86396 4.54542
H 6.10568 -6.77994 6.93870
H 5.81368 -5.05203 6.67952
H 3.95747 -7.02839 8.04761
H 4.37633 -5.33997 8.50684
O -6.39587 6.33913 -3.75463
C -5.69142 6.84886 -4.61027
O -4.41840 7.29306 -4.39512
C -3.93718 7.92693 -5.57935
C -4.77630 7.36826 -6.69859
C -6.10271 7.12144 -6.02544
H -4.05807 9.00977 -5.46975
H -2.87538 7.70056 -5.71332
H -4.84132 8.03539 -7.56221
H -4.35403 6.41477 -7.03854
H -6.74154 8.00871 -6.04740
H -6.61861 6.26149 -6.45872
*
```

Atomic partial charges in e from the Löwdin method, atoms 1 to 8:
1. C -0.1480
2. C -0.2485
3. C -0.2346
4. O -0.1727
5. C -0.2216
6. C -0.0721
7. C -0.1997
8. N 0.0569

=====

Here is a structure of composition C28H47BrNP3Ru from OMol25. Energies are from ωB97M-V/def2-TZVPD.

## Properties
LUMO (alpha / beta) (eV): -12.2 / -14.2
ΔE to the lowest compared entry with this formula, charge and spin (kJ/mol): 0.0

```
! wB97M-V def2-TZVPD RIJCOSX def2/J DEFGRID3
* xyz 4 5
C 2.27043 -1.66482 -6.34429
C 2.28812 -0.46481 -5.59717
C 1.89603 0.72069 -6.25702
C 1.32014 0.61576 -7.52508
N 1.16445 -0.54260 -8.16103
C 1.66560 -1.65004 -7.61390
C 2.54860 -0.50605 -4.17514
C 2.68925 -0.57762 -2.95540
C 2.95345 -0.52364 -1.53841
C 2.83455 -1.66993 -0.75854
C 2.67278 -1.54711 0.66313
C 2.45756 -0.22632 1.10055
C 2.92520 0.90994 0.45733
C 3.14607 0.75852 -0.91766
Ru 0.85070 -0.90725 1.89274
P -0.36900 -0.59068 0.05150
H 1.95650 1.69792 -5.77087
H 2.63154 -2.60510 -5.91491
H 0.95349 1.50109 -8.02906
H 1.58359 -2.58406 -8.17160
H 3.40700 1.59464 -1.56060
H 2.74771 -2.66881 -1.21114
H 3.01123 1.84057 1.01723
H 3.03459 -2.30626 1.35391
C -2.14058 -0.32827 0.43266
C -3.10175 -0.06939 -0.74635
H -2.14444 0.53031 1.12962
H -2.46719 -1.20015 1.01749
H -4.13432 -0.16194 -0.36795
H -2.97926 0.95035 -1.15690
H -2.99529 -0.81513 -1.55213
C -0.08686 0.83660 -1.10057
C -0.49285 0.69328 -2.57299
H 0.97690 1.07388 -1.03054
H -0.59895 1.68845 -0.63905
H -0.44150 1.68517 -3.05165
H 0.20323 0.04315 -3.12501
H -1.52596 0.34183 -2.68468
C -0.10884 -1.97540 -1.14255
C -1.30474 -2.51622 -1.93083
H 0.39556 -2.77379 -0.58028
H 0.65956 -1.59438 -1.82838
H -0.98286 -3.43230 -2.44901
H -2.15021 -2.77327 -1.27531
H -1.61460 -1.81085 -2.71554
Br -0.74867 0.14342 3.49048
P -1.61710 3.41468 1.41115
C -2.92056 4.25395 0.47046
C -3.74221 5.28781 1.23303
H -3.58720 3.43342 0.13914
H -2.44512 4.69030 -0.42010
H -4.62336 5.53619 0.62900
H -4.09388 4.91423 2.20381
H -3.17498 6.21464 1.39224
C -1.62984 3.92269 3.19819
C -0.80875 5.12524 3.65270
H -1.26650 3.00407 3.69579
H -2.68698 4.05431 3.46984
H -0.92289 5.23254 4.73688
H 0.26293 5.01309 3.45087
H -1.16480 6.06008 3.19797
C 0.03399 4.00909 0.82928
C 0.14315 5.42183 0.28004
H 0.36637 3.27867 0.07163
H 0.70268 3.89005 1.69456
H 1.17287 5.55655 -0.07001
H -0.52433 5.58987 -0.56910
H -0.04097 6.18307 1.04557
C -1.30194 -3.79854 1.59248
P -0.50003 -2.66873 2.76034
C -1.65373 -2.80430 4.21723
C 1.02314 -3.46210 3.36519
H -2.15855 -3.29506 1.12862
H -1.65397 -4.67462 2.14805
H -0.58707 -4.10356 0.82517
H -1.10268 -2.70372 5.16492
H -2.39681 -1.99563 4.17785
H -2.17911 -3.77998 4.21594
H 0.73650 -4.17041 4.15470
H 1.49451 -4.01013 2.53873
H 1.69590 -2.65949 3.72528
*
```

Atomic partial charges in e from the Löwdin method, atoms 1 to 8:
1. C 0.0642
2. C -0.1650
3. C 0.0552
4. C -0.0021
5. N 0.3236
6. C 0.0104
7. C 0.0981
8. C 0.0708

=====

Here is a cluster of 3 separate species, C28H48BrF8N2O5 in total from OMol25. Energies are from ωB97M-V/def2-TZVPD.

## Properties
LUMO (eV): -3.0

```
! wB97M-V def2-TZVPD RIJCOSX def2/J DEFGRID3
* xyz 1 1
C -2.38776 4.50463 -1.59869
C -3.13963 3.08673 -1.84559
C -2.81911 1.97495 -0.73241
C -1.22801 1.60582 -0.61702
C -0.68057 1.54795 -2.11969
C -1.14647 0.24724 0.22470
C -0.19949 -0.90172 -0.34787
N 1.25106 -0.81019 0.04185
C 2.19143 -1.23720 -1.08957
C 1.98340 -2.77235 -1.53328
C 1.46065 -2.82503 -3.05355
C 2.63884 -2.67469 -4.16084
C 2.68868 -1.16827 -4.76249
N 3.82234 -0.37541 -4.12398
C 1.68609 0.49955 0.61002
F 1.91913 1.52066 -0.38720
C 0.76026 1.07203 1.79097
C 1.54674 0.93122 3.19556
C 2.33492 2.32493 3.41978
O 1.80055 3.30599 3.99921
Br 4.18507 2.56798 2.76694
C -0.73020 0.45550 1.79389
C -1.66750 1.49866 2.57148
C -2.94722 0.83088 3.27170
C -3.28902 1.66696 4.62421
F -2.68379 -0.53001 3.73921
H -1.32651 4.39165 -1.19407
H -2.41340 5.04660 -2.61951
H -3.07700 5.12242 -0.91513
H -3.02606 2.70627 -2.93199
H -4.26945 3.32416 -1.74304
H -3.25864 2.34717 0.25581
H -3.44316 1.04041 -1.01922
H -0.73217 2.47481 -0.05910
H 0.29803 0.97487 -2.26474
H -1.45997 1.18932 -2.89465
H -0.44816 2.63982 -2.42858
H -2.21424 -0.19989 0.26639
H -0.58728 -1.89643 0.10373
H -0.24636 -1.06056 -1.48204
H 1.41593 -1.52062 0.79096
H 3.25882 -0.99377 -0.76228
H 1.90855 -0.57287 -1.97750
H 2.99439 -3.31481 -1.49106
H 1.18493 -3.31977 -0.89816
H 0.68577 -1.99592 -3.28235
H 0.90183 -3.81684 -3.23814
H 2.33065 -3.35335 -5.05484
H 3.66912 -2.99275 -3.77831
H 2.83689 -1.16689 -5.90984
H 1.72236 -0.58643 -4.56624
H 3.42239 0.50641 -3.77155
H 4.15396 -0.91629 -3.31060
H 2.72684 0.31201 1.08226
H 0.65211 2.20470 1.59142
H 0.78062 0.87953 4.05565
H 2.26773 0.03101 3.22483
H -0.67170 -0.58557 2.26483
H -1.92406 2.41417 1.91965
H -1.02326 1.92659 3.43517
H -3.88660 0.89485 2.62635
H -2.35339 1.95349 5.21341
H -3.87118 2.62616 4.41400
H -3.94438 1.02816 5.33243
C 8.10291 -5.40088 -7.64623
C 7.51949 -4.07545 -8.09763
O 6.10458 -4.19039 -8.32309
C 5.32687 -4.15141 -7.22392
O 5.74575 -4.03417 -6.09933
C 3.85290 -4.23544 -7.60821
F 3.60601 -5.20767 -8.50859
F 3.40872 -3.08631 -8.16024
F 3.05284 -4.48533 -6.55108
H 7.85873 -6.19055 -8.36111
H 9.18790 -5.33135 -7.54996
H 7.69044 -5.70639 -6.68188
H 7.96665 -3.78541 -9.05107
H 7.73350 -3.27514 -7.38457
C -4.37127 1.20027 8.76653
C -4.96272 2.52460 8.32068
O -6.37471 2.39979 8.09347
C -7.15479 2.42764 9.19556
O -6.73553 2.54259 10.31812
C -8.62830 2.33394 8.81087
F -8.86406 1.36136 7.90442
F -9.07766 3.48373 8.26453
F -9.42387 2.07340 9.86339
H -4.60979 0.41222 8.04739
H -3.28656 1.27554 8.86492
H -4.78333 0.88764 9.72853
H -4.51473 2.82189 7.36925
H -4.75438 3.32263 9.03795
*
```

Atomic partial charges in e from the Löwdin method, atoms 1 to 8:
1. C -0.1160
2. C -0.2625
3. C -0.1810
4. C -0.2877
5. C -0.0740
6. C -0.1838
7. C -0.0723
8. N -0.0554

=====

Here is a structure of composition C28H48BrN3P2PbS from OMol25. Energies are from ωB97M-V/def2-TZVPD.

## Properties
LUMO (alpha / beta) (eV): -8.7 / -8.6
ΔE to the lowest compared entry with this formula, charge and spin (kJ/mol): 612.5

```
! wB97M-V def2-TZVPD RIJCOSX def2/J DEFGRID3
* xyz 2 1
N 4.82370 1.61316 2.87601
C 4.07378 1.83386 3.96448
C 3.55721 0.79268 4.74566
C 3.69475 -0.54770 4.28699
C 4.57777 -0.77150 3.19934
C 5.10928 0.34578 2.53639
C 2.91678 -1.64158 4.83944
Pb -0.94272 -2.06426 0.35122
P -3.06186 -0.14902 -2.83631
C 2.76711 -2.88160 4.24292
C 1.50323 -3.47308 3.88825
C 1.47906 -4.21515 2.67578
C 0.39089 -4.04639 1.80746
C -0.58415 -3.16347 2.27739
C -0.80467 -2.76253 3.59004
C 0.29811 -2.95192 4.44453
Br -3.22022 -3.27046 -0.47216
H 2.43998 -1.41522 5.79903
H 3.63189 -3.34838 3.75996
H 3.00673 1.02434 5.66443
H 4.84116 -1.77745 2.86201
H 3.91219 2.88088 4.25088
H 5.80346 0.23153 1.69299
H 2.36449 -4.77316 2.37561
H 0.28031 -2.62361 5.48676
H 0.35995 -4.51091 0.80276
H -1.75490 -2.30104 3.91138
P 1.25501 0.13250 -1.48586
C -4.46703 -0.13468 -1.62207
C -5.73441 -0.97340 -1.68995
H -4.75775 0.92556 -1.55270
H -3.95665 -0.39519 -0.67970
H -6.22576 -0.82343 -0.71608
H -6.43577 -0.63540 -2.46596
H -5.53283 -2.04511 -1.76132
C -2.91935 -1.67734 -3.88108
C -4.15003 -2.47533 -4.32979
H -2.20917 -2.33691 -3.32025
H -2.37605 -1.32369 -4.79322
H -3.75723 -3.43277 -4.71732
H -4.88613 -2.68649 -3.52971
H -4.65437 -1.98217 -5.18375
C -3.42086 1.20960 -4.01159
C -4.89543 1.30821 -4.39878
H -2.82248 1.08394 -4.93751
H -3.07955 2.13553 -3.49830
H -4.98418 2.08023 -5.17387
H -5.28140 0.36807 -4.82304
H -5.52666 1.62043 -3.55612
C 1.37101 1.59551 -2.57737
C 0.11899 1.78324 -3.41643
H 2.25332 1.43762 -3.21342
H 1.55372 2.46214 -1.93250
H 0.26517 2.57701 -4.15597
H -0.14709 0.87679 -3.96769
H -0.74792 2.05451 -2.80615
C 1.50920 -1.12040 -2.85953
C 1.77451 -2.50272 -2.29602
H 2.35470 -0.75755 -3.46918
H 0.59059 -1.08636 -3.46960
H 1.86418 -3.21698 -3.11805
H 2.70995 -2.52290 -1.72747
H 0.96262 -2.85596 -1.64516
C 2.99515 0.19949 -0.85275
C 3.31392 1.47721 -0.09439
H 3.67113 0.09203 -1.71396
H 3.11188 -0.67994 -0.20109
H 4.15790 1.34231 0.58282
H 3.57610 2.30319 -0.76595
H 2.47656 1.81300 0.52854
C -1.20118 4.13412 3.18420
N -0.96404 2.73650 2.78223
C -0.39810 2.53852 1.55779
S -1.12310 1.46416 0.43187
N 0.70027 3.28149 1.27859
C 1.58845 3.86835 2.29331
H -1.14862 4.80667 2.30423
H -0.42360 4.43848 3.91002
H -2.19779 4.20664 3.62460
H -1.72786 2.06742 2.92300
H 1.02948 3.19824 0.32065
H 2.63361 3.82696 1.96441
H 1.34274 4.92319 2.49744
H 1.50892 3.26203 3.20370
*
```

Atomic partial charges in e from the Löwdin method, atoms 1 to 8:
1. N 0.0406
2. C -0.1500
3. C -0.0057
4. C -0.2086
5. C -0.0043
6. C -0.1571
7. C -0.0273
8. Pb 0.9495